# 1
Density functional theory data (ωB97M-V/def2-TZVPD) for C12H30F6N6O4PdS2Si4Te as an isolated structure in a non-equilibrium geometry.

Values from the calculation:
- Multiplicity: 1
- Electronic energy: -4054.28069 Eh
- Relative energy (zero: lowest compared OMol25 entry of this formula, charge and spin): 12.4 kcal per mole
- Total charge: -2
- Kohn-Sham gap: 5.7 eV
- Largest force on an atom: 1.36 eV Å⁻¹

Each line ends with the Mulliken charge.
Element x y z (Å)
Pd: 0.86844 0.79188 1.48434  0.709
F: -1.48084 3.67153 4.94493  -0.245
C: -0.20978 3.23318 4.81705  0.317
F: 0.07960 2.57898 5.97165  -0.270
F: 0.57563 4.32293 4.78787  -0.259
S: -0.04021 2.14750 3.28858  0.800
O: -0.35055 3.19634 2.34214  -0.655
O: -0.95846 1.12242 3.75058  -0.594
N: 1.55077 1.86739 3.73217  -0.231
S: 2.83382 1.88978 2.82014  0.745
O: 2.90081 2.90512 1.80044  -0.616
O: 3.43903 0.60685 2.55255  -0.615
C: 3.97826 2.54702 4.12148  0.364
F: 3.99573 1.78278 5.22433  -0.249
F: 3.66189 3.79287 4.49537  -0.241
F: 5.23918 2.58165 3.64421  -0.235
N: 0.89955 -0.59032 5.35869  -0.664
N: 0.35803 -1.50194 4.46424  1.237
N: -0.58148 -2.35299 4.80480  -1.188
C: -0.69807 -3.04711 3.67405  -0.155
N: 0.13453 -2.63111 2.72053  -0.509
N: 0.79981 -1.62285 3.25124  0.057
H: 0.10116 -0.18949 5.84220  0.399
H: 1.29738 0.16286 4.78347  0.307
H: -1.40603 -3.84755 3.54886  0.457
C: 1.73241 1.92882 -1.48517  -0.979
Si: 1.37963 0.09171 -1.68535  0.273
C: 2.10120 -0.40835 -3.37464  -1.143
C: 2.29384 -0.96085 -0.41809  -0.321
Si: -0.91051 -0.33088 -1.58314  0.327
Te: -1.63443 0.38083 0.65492  -0.728
Si: -2.03320 0.91138 -3.21869  0.513
C: -1.40246 2.68988 -3.27352  -1.083
C: -1.96089 0.27603 -5.00803  -1.136
C: -3.86801 1.00038 -2.77197  -1.133
Si: -1.34327 -2.60176 -1.93597  0.630
C: -1.17045 -3.23924 -3.71748  -1.059
C: -0.25521 -3.70765 -0.86332  -0.911
C: -3.13639 -2.94185 -1.43871  -1.168
H: 2.78364 2.10772 -1.24346  0.410
H: 1.14138 2.36699 -0.67620  0.233
H: 1.48673 2.45545 -2.41147  0.312
H: 3.18320 -0.24404 -3.39732  0.356
H: 1.65014 0.17202 -4.18413  0.217
H: 1.91698 -1.46584 -3.58414  0.229
H: 3.37113 -0.77938 -0.47285  0.343
H: 2.08884 -2.01613 -0.61547  0.167
H: 2.01504 -0.81578 0.64015  -0.324
H: -0.41539 2.75281 -3.73683  0.236
H: -1.31692 3.09654 -2.26361  0.293
H: -2.09388 3.31708 -3.84521  0.400
H: -0.93248 0.12451 -5.34535  0.266
H: -2.43459 1.00473 -5.67408  0.342
H: -2.48625 -0.67444 -5.11820  0.283
H: -3.97448 1.15320 -1.69552  0.292
H: -4.38409 0.07034 -3.02555  0.269
H: -4.36270 1.82640 -3.29215  0.355
H: -0.14263 -3.15255 -4.07876  0.241
H: -1.80817 -2.68984 -4.41172  0.240
H: -1.45671 -4.29563 -3.75416  0.350
H: 0.74284 -3.82528 -1.29338  0.276
H: -0.70806 -4.70016 -0.77049  0.385
H: -0.13596 -3.28798 0.13923  0.154
H: -3.83246 -2.60064 -2.21039  0.259
H: -3.37054 -2.39736 -0.52090  0.288
H: -3.30509 -4.00891 -1.26482  0.380



# 2
Density functional theory data (ωB97M-V/def2-TZVPD) for C8H13O7Pd2 as an isolated structure in a non-equilibrium geometry.

Values from the calculation:
- Multiplicity: 5
- Electronic energy: -1093.75890 Eh
- Total charge: +3
- Kohn-Sham gap (spin up / spin down): 8.8 / 5.2 eV
- Largest force on an atom: 1.71 eV Å⁻¹

Each line ends with the Löwdin spin population.
Element x y z (Å)
Pd: 27.82736 28.63590 35.49710  0.956
Pd: 25.97701 31.30164 38.02768  1.090
C: 28.51991 28.10545 39.05748  0.073
C: 27.15118 28.33612 38.34379  0.074
O: 27.16320 29.47134 37.52307  0.693
H: 28.91680 28.87283 39.70940  0.000
H: 29.23586 27.89013 38.25874  0.000
H: 28.42615 27.17244 39.61369  0.005
H: 26.32829 28.42914 39.05477  0.011
H: 27.05766 27.41626 37.75291  0.015
C: 22.45386 30.06680 41.35846  0.000
C: 21.69238 29.11251 40.41538  0.001
O: 22.45135 29.18646 39.19022  0.004
C: 23.45761 29.98890 39.32996  0.011
O: 24.19166 30.28348 38.38604  0.064
O: 23.54222 30.54682 40.50914  0.002
H: 22.92096 29.57747 42.20887  0.000
H: 21.86977 30.91390 41.69974  0.000
H: 20.72067 29.55626 40.20140  0.000
H: 21.51984 28.10538 40.77611  0.000
C: 32.33941 29.58606 42.47410  0.009
C: 31.37902 30.62391 43.08491  0.007
O: 30.77841 31.26504 41.87882  0.024
C: 31.19801 30.63628 40.86469  0.063
O: 30.67166 30.79316 39.69666  0.863
O: 32.14522 29.79280 41.02068  0.031
H: 32.09748 28.55531 42.70445  0.000
H: 33.38427 29.80249 42.68375  0.002
H: 31.78998 31.40761 43.71104  0.002
H: 30.55144 30.12687 43.58488  0.000



# 3
Density functional theory data (ωB97M-V/def2-TZVPD) for an isolated ion of composition C6H15N5O5P and charge +1.

Values from the calculation:
- Multiplicity: 1
- Electronic energy: -1228.65767 Eh
- Relative energy (zero: lowest compared OMol25 entry of this formula, charge and spin): 0.0 kcal per mole
- Total charge: +1
- Kohn-Sham gap: 7.8 eV
- Largest force on an atom: 0.54 eV Å⁻¹
- Structure (SMILES): C[C@H](O)CNCCOn1cnn[n+]1P(=O)(O)O

Each line ends with the Mulliken charge.
Element x y z (Å)
C: -2.39618 -1.01666 -2.87531  -1.228
C: -1.49844 0.15622 -3.21824  0.047
O: -0.53163 -0.22646 -4.18483  -0.542
C: -0.74540 0.69945 -1.99561  -0.602
N: -1.60708 0.82385 -0.81105  -0.180
C: -0.99352 1.49428 0.34414  -0.756
C: 0.46099 1.11940 0.49048  -0.292
O: 0.80432 1.40530 1.89550  -0.324
N: 1.92935 0.79836 2.27158  0.205
C: 3.14453 1.28723 2.37490  -0.073
N: 3.94878 0.33367 2.83067  -0.435
N: 3.23338 -0.73873 3.01071  -0.267
N: 1.99876 -0.48764 2.68233  0.918
P: 0.75552 -1.77309 2.79741  0.643
O: 0.95661 -2.53089 4.00587  -0.551
O: -0.50120 -0.86663 2.58966  -0.360
O: 0.95489 -2.50642 1.41949  -0.429
H: -2.78928 -1.44787 -3.79322  0.376
H: -1.79755 -1.78822 -2.38174  0.265
H: -3.21176 -0.75515 -2.20838  0.360
H: -2.06390 0.96577 -3.67652  0.358
H: -0.14177 -1.06065 -3.89709  0.363
H: 0.06675 -0.00551 -1.80939  0.328
H: -0.30271 1.66041 -2.28468  0.269
H: -2.38051 1.41199 -1.10036  0.285
H: -1.49302 1.15461 1.25182  0.372
H: -1.11086 2.58115 0.32393  0.299
H: 0.60669 0.05423 0.31069  0.218
H: 1.13727 1.68237 -0.14905  0.529
H: 3.41730 2.30109 2.13694  0.461
H: -1.18926 -1.33598 2.08511  0.371
H: 1.33890 -3.38946 1.56426  0.372



# 4
Density functional theory data (ωB97M-V/def2-TZVPD) for a 3-piece molecular cluster, C3H10N4 overall in a non-equilibrium geometry.

Values from the calculation:
- Multiplicity: 1
- Electronic energy: -338.50055 Eh
- Relative energy (zero: lowest compared OMol25 entry of this formula, charge and spin): 134.6 kcal per mole
- Total charge: +2
- Kohn-Sham gap: 5.1 eV
- Largest force on an atom: 3.62 eV Å⁻¹

Each line ends with the Mulliken charge.
Element x y z (Å)
C: 3.55846 3.52330 -4.51863  0.230
C: -7.44117 -4.56798 7.37980  -0.196
C: -5.29333 -7.58248 6.17477  -0.010
N: -8.54834 -4.28095 7.42951  -0.091
N: 4.51433 3.17067 -5.40158  -0.339
N: 3.25429 4.69774 -4.13813  -0.538
N: 3.72219 6.03013 -4.46530  -0.134
H: 3.08503 2.73576 -3.93570  0.340
H: -5.09440 -8.54975 6.64197  0.309
H: -6.00485 -7.73605 5.26861  0.329
H: -4.73873 -6.68499 6.54415  0.339
H: -9.53111 -4.15258 7.56746  0.319
H: 4.83151 2.23638 -5.74335  0.246
H: 5.05604 3.94860 -5.62278  0.136
H: 4.29362 6.13695 -5.26550  0.317
H: 2.85757 6.69363 -4.54755  0.404
H: 4.24394 6.30050 -3.69774  0.339



# 5
Density functional theory data (ωB97M-V/def2-TZVPD) for a 2-piece molecular cluster, H3NOP2 overall in a non-equilibrium geometry.

Values from the calculation:
- Multiplicity: 1
- Electronic energy: -814.30028 Eh
- Relative energy (zero: lowest compared OMol25 entry of this formula, charge and spin): 51.6 kcal per mole
- Total charge: 0
- Kohn-Sham gap (spin up / spin down): 6.4 / 6.4 eV
- Largest force on an atom: 2.83 eV Å⁻¹

Each line ends with the Mulliken charge.
Element x y z (Å)
N: -0.31045 -1.26604 -0.59685  0.344
O: -0.91041 -1.91805 -1.42909  -0.414
P: 2.25344 -0.49415 0.97660  -0.138
P: 0.38100 -0.07074 0.09261  0.193
H: 2.67896 0.86727 1.39676  0.047
H: -1.95922 1.09916 -0.23062  -0.223
H: -2.13331 1.78255 -0.20941  0.190